1.
Density functional theory data (ωB97M-V/def2-TZVPD) for 2 unconnected molecules or ions with the total composition C4H11NO2 in a non-equilibrium geometry.

Highest occupied orbital energy (alpha / beta)   -8.911 / -8.911 eV
LUMO energy (alpha / beta)   0.743 / 0.743 eV
Orbital gap (alpha / beta)   9.65 / 9.65 eV
Structure (SMILES)   C=NC.CCOO
Energy   -364.013357 hartree

Last column: Löwdin charge in e.
Element x y z (Å)
C -1.06342 -0.38602 -1.18858  -0.1107
N -1.49301 -0.20499 0.04747  -0.1351
C -1.79339 -1.40205 0.80126  -0.1622
H -1.07415 0.48816 -1.83577  0.0820
H -1.27739 -1.31850 -1.72248  0.0977
H -1.95788 -1.13058 1.84754  0.0651
H -2.71718 -1.86875 0.43565  0.0757
H -0.97268 -2.12762 0.76146  0.0781
C 1.11939 1.96525 0.27011  -0.0938
C 0.85496 0.58922 0.80425  -0.0714
O 0.78609 -0.52621 -0.54480  -0.2799
O 2.05139 -1.11237 -1.05498  -0.0429
H 2.01573 1.97012 -0.35116  0.0747
H 1.28048 2.65661 1.10264  0.0844
H 0.28037 2.31738 -0.32592  0.0749
H 0.00658 0.53063 1.47525  0.0818
H 1.69965 0.12175 1.30317  0.1021
H 2.25446 -0.56206 -1.82511  0.0794

Forces on atoms 1 to 6 (eV/Å):
-3.70 0.55 2.10
0.20 0.15 -2.73
-0.03 -0.13 0.11
0.66 0.08 0.16
0.86 -0.26 0.20
0.00 -0.08 -0.05

2.
Density functional theory data (ωB97M-V/def2-TZVPD) for a gas-phase ion, C4H11NO2 (charge +1) in a non-equilibrium geometry.

Net charge   +1
⟨S²⟩   0.754
Highest occupied orbital energy (alpha / beta)   -15.170 / -15.153 eV
LUMO energy (alpha / beta)   -2.969 / -8.389 eV
Orbital gap (alpha / beta)   12.20 / 6.76 eV
Spin multiplicity   2
Energy   -363.905351 hartree

Last column: Löwdin charge in e.
Element x y z (Å)
C -0.60953 1.17318 0.49406  -0.1800
O -1.80308 1.85417 0.20918  -0.0326
C -0.56083 -0.02674 -0.47955  -0.2432
C 0.61502 -0.98118 -0.28424  -0.3939
C 0.55530 -1.69295 1.05174  -0.0107
O 1.76488 -0.17348 -0.44649  -0.0135
N -0.50653 0.58303 -1.79123  0.3683
H -0.63725 0.81135 1.52501  0.1489
H 0.26728 1.79868 0.36243  0.1370
H -1.81318 2.73337 0.63353  0.1335
H -1.55299 -0.49107 -0.41332  0.1904
H 0.56635 -1.67058 -1.12523  0.1531
H 1.12603 -2.62017 1.00103  0.0998
H -0.46734 -1.92054 1.33526  0.0981
H 1.03660 -1.05645 1.80099  0.1001
H 2.44029 -0.43245 0.18877  0.1158
H -0.84069 1.55447 -1.82507  0.1620
H 0.41966 0.55737 -2.23687  0.1667

Forces on atoms 1 to 6 (eV/Å):
-0.38 0.51 0.45
-0.11 0.65 -0.07
-0.41 -0.01 -0.60
-0.52 0.22 -0.20
0.50 0.01 -0.15
0.15 0.12 -0.02

3.
Density functional theory data (ωB97M-V/def2-TZVPD) for 2 unconnected molecules or ions with the total composition C4H11NO2S in a non-equilibrium geometry.

Net charge   -2
Highest occupied orbital energy   0.375 eV
LUMO energy   5.784 eV
Orbital gap   5.41 eV
Energy   -762.359992 hartree

Last column: Löwdin charge in e.
Element x y z (Å)
C 0.46393 -0.08020 -1.91266  -0.1093
C -0.38110 0.16314 -0.64940  -0.5177
C 0.06576 -0.83427 0.42543  -0.7617
S 1.72249 -0.62383 1.16152  0.0500
N -1.80900 -0.01354 -0.93939  -0.0629
C -2.44808 0.95800 -1.86919  -0.5842
O -2.78002 0.46885 -3.08997  -0.4124
H 0.25116 0.62769 -2.71073  0.0534
H 0.20105 -1.07498 -2.27228  0.0658
H 1.52348 -0.01646 -1.69689  0.0231
H -0.27394 1.18298 -0.30752  0.1066
H -0.67183 -0.84893 1.23170  0.0222
H -0.02802 -1.82287 -0.05304  0.0359
H -2.05000 -0.96126 -1.18890  0.0773
H -3.36789 1.31340 -1.32521  0.0519
H -1.75316 1.82377 -1.95881  0.0703
H 2.68148 0.86551 4.05729  0.0076
H 2.61509 -0.56486 4.49993  0.0106
O 2.75022 0.32545 4.85783  -0.1266

Forces on atoms 1 to 6 (eV/Å):
-0.07 0.34 0.12
-0.29 -0.76 -0.81
-0.41 -0.17 0.17
0.31 0.06 0.11
0.22 0.57 1.02
-0.72 -0.63 -1.00

4.
Density functional theory data (ωB97M-V/def2-TZVPD) for 2 unconnected molecules or ions with the total composition C4H11NO2S in a non-equilibrium geometry.

Highest occupied orbital energy   -9.089 eV
LUMO energy   0.799 eV
Orbital gap   9.89 eV
Energy   -762.342320 hartree

Last column: Löwdin charge in e.
Element x y z (Å)
C -0.25577 -2.19478 -0.66425  -0.0403
C 1.84593 -1.75031 -1.90085  -0.0584
C -1.80907 3.10763 1.71917  -0.2033
C 0.99583 -1.39792 -0.75737  -0.5207
N 1.25941 -0.46446 0.03049  0.1087
O -0.52069 1.07380 1.74365  -0.3439
O -1.89769 1.46745 -0.32332  -0.4797
S -0.88409 2.04178 0.47780  0.8130
H -0.91846 -1.89072 0.29455  0.1385
H -0.12101 -3.20140 -0.44966  0.0551
H -0.85486 -1.93650 -1.43018  0.0429
H 2.81175 -2.07239 -1.46835  0.0932
H 2.15416 -0.89701 -2.49759  0.0807
H 1.40120 -2.58446 -2.49002  0.0921
H -2.60963 2.55428 2.31624  0.0921
H -1.03110 3.11111 2.44831  0.0122
H -2.07251 4.04897 1.43538  -0.0007
H 0.38277 0.82055 1.75414  0.0027
H 2.12384 0.16438 -0.23815  0.1157

Forces on atoms 1 to 6 (eV/Å):
-0.60 1.96 5.95
1.31 -1.17 -0.65
0.72 -3.53 1.41
-0.32 -0.03 -0.47
1.71 2.85 0.88
-1.49 0.08 0.30

5.
Density functional theory data (ωB97M-V/def2-TZVPD) for 2 unconnected molecules or ions with the total composition C4H11NO2S in a non-equilibrium geometry.

Highest occupied orbital energy   -8.908 eV
LUMO energy   0.615 eV
Orbital gap   9.52 eV
Structure (SMILES)   NC(=O)CCCS.O
Energy   -762.440773 hartree

Last column: Löwdin charge in e.
Element x y z (Å)
N -1.84328 -0.45334 1.24655  0.1603
C -1.57406 -0.02697 -0.02880  -0.5552
O -2.02482 1.04389 -0.40405  0.0479
C -0.70977 -0.90402 -0.89516  -0.1174
C 0.79043 -0.68800 -0.59113  -0.2495
C 1.18343 0.76773 -0.83370  -0.5847
S 1.55613 1.21656 -2.53812  0.7029
H -2.58146 0.03107 1.74535  0.1177
H -1.65974 -1.39037 1.52621  0.0949
H -0.99842 -1.94563 -0.75353  0.1169
H -0.90092 -0.62330 -1.92475  0.1149
H 1.19731 -1.08848 0.33136  0.1049
H 1.34207 -1.31971 -1.30304  0.0980
H 0.35787 1.43430 -0.57936  0.0448
H 1.98937 1.11302 -0.18372  0.0682
H 1.32101 0.06673 -3.21690  -0.1406
O 1.06648 0.63188 2.98327  -0.0661
H 0.35690 0.54717 2.32637  0.0038
H 1.13148 1.58747 3.09317  0.0382

Forces on atoms 1 to 6 (eV/Å):
0.00 0.26 0.10
-0.94 0.69 0.05
0.31 -0.34 -0.09
0.40 -0.12 0.75
0.48 -0.38 -1.31
-0.36 0.32 0.67

6.
Density functional theory data (ωB97M-V/def2-TZVPD) for 2 unconnected molecules or ions with the total composition C4H11NO2S in a non-equilibrium geometry.

⟨S²⟩   2.005
Highest occupied orbital energy (alpha / beta)   -4.937 / -8.945 eV
LUMO energy (alpha / beta)   0.801 / -1.626 eV
Orbital gap (alpha / beta)   5.74 / 7.32 eV
Spin multiplicity   3
Energy   -762.146283 hartree

Last column: Löwdin charge in e.
Element x y z (Å)
C 0.75437 -1.65678 0.00627  0.0108
C -5.44572 -0.04162 -0.00407  -0.1983
C 4.08079 1.99397 0.00888  -0.1728
C 2.03652 -1.58818 0.30280  -0.3333
N -4.10232 0.53395 0.05405  -0.1020
O 2.47200 -0.31987 0.13861  -0.2998
O 4.82253 -0.44361 -0.75444  -0.4309
S 4.13140 0.16461 0.30209  0.9372
H 0.26709 -0.72230 -0.29703  0.0692
H -3.53069 0.57065 -0.76617  0.0382
H 0.15650 -2.56784 -0.07494  0.0660
H -6.10716 0.67316 -0.46323  0.0557
H -5.39794 -1.00522 -0.60438  0.0746
H -5.61029 -0.41014 1.02051  0.0727
H 4.17631 2.27119 -0.99808  0.0478
H 4.89198 2.40206 0.52391  0.0340
H 3.25582 2.43026 0.36506  0.0056
H 2.68974 -2.33122 0.47097  0.0670
H -3.54095 0.04692 0.76920  0.0584

Forces on atoms 1 to 6 (eV/Å):
-10.08 -0.28 -2.43
2.06 -2.13 -0.70
0.92 -2.68 -1.20
7.15 2.40 2.10
0.84 0.12 1.75
0.94 2.35 -0.49

energy of number 2 (C4H11NO2)? -363.905351 hartree